Molecular formula: C14H26BCl24GaO6P
Method: DFT, ωB97M-V/def2-TZVPD

Results
Charge: -1
2S+1: 1
Energy relative to the best compared isomer or geometry (same formula, charge and spin) in eV: 0.000
HOMO-LUMO gap in eV: 6.60
Max |F| in eV Å⁻¹: 3.32
LUMO energy in eV: 1.4

CARTESIAN COORDINATES (ANGSTROEM)
C: 3.05983 -0.27690 -0.36133
C: 2.56172 0.69970 -1.46864
O: 1.36297 0.20082 -2.08457
P: -0.00674 0.73993 -1.26613
O: 0.06548 0.39202 0.21883
C: -1.43974 -0.17729 -1.99664
C: -2.84231 0.45263 -1.69986
Ga: -4.22597 -0.60480 -2.83174
O: -5.43408 -1.63532 -1.78798
B: -5.60486 -1.13274 -0.51913
O: -6.28247 0.07694 -0.22346
O: -5.02990 -1.87632 0.57652
O: -0.11663 2.40270 -1.40086
C: -0.98634 2.97043 -0.40867
C: -1.85575 4.09044 -1.11953
H: 2.49042 -0.17863 0.58216
H: 4.10525 0.03364 -0.11794
H: 3.05940 -1.32702 -0.70414
H: 2.48514 1.75030 -1.13080
H: 3.34222 0.67958 -2.26421
H: -1.44298 -1.24307 -1.70273
H: -1.31313 -0.17298 -3.10522
H: -2.79903 1.51273 -2.04769
H: -3.08960 0.50207 -0.61662
H: -4.96803 0.35767 -3.90384
H: -3.39143 -1.66664 -3.73500
H: -6.77168 -0.06853 0.59355
H: -4.47124 -1.25316 1.04356
H: -1.65848 2.25084 0.08250
H: -0.34201 3.51801 0.33346
H: -2.04336 4.95127 -0.44854
H: -2.79193 3.67603 -1.53819
H: -1.24084 4.43147 -1.98124
C: -7.88714 -2.36858 -4.29096
Cl: -7.27003 -1.05721 -5.29432
Cl: -9.65987 -2.39046 -4.30440
Cl: -7.24446 -3.92485 -4.83147
H: -7.55290 -2.19768 -3.27101
C: 1.43794 5.70368 2.58097
Cl: 2.01811 4.11269 2.07241
Cl: 2.67867 6.93592 2.31330
Cl: -0.04903 6.11982 1.72501
H: 1.22047 5.66498 3.64180
C: -7.41249 0.40036 3.69165
Cl: -5.70637 -0.04088 3.59075
Cl: -7.59472 2.15094 3.86261
Cl: -8.29352 -0.18010 2.27122
H: -7.83610 -0.07264 4.56977
C: -2.75517 -2.37534 5.23807
Cl: -4.17471 -3.41672 5.40033
Cl: -2.75096 -1.56726 3.66936
Cl: -2.70034 -1.19011 6.55033
H: -1.86909 -2.99581 5.30275
C: 4.56682 -4.14484 -1.19811
Cl: 6.32270 -4.20790 -0.98301
Cl: 3.76069 -3.85136 0.34715
Cl: 4.13171 -2.90550 -2.38057
H: 4.23561 -5.10510 -1.57596
C: 10.13284 -3.95644 -2.44385
Cl: 11.19441 -2.57102 -2.73192
Cl: 9.18490 -3.71746 -0.97310
Cl: 9.07303 -4.22668 -3.83036
H: 10.75175 -4.83602 -2.31134
C: 12.75505 -0.07497 -5.21306
Cl: 14.46378 -0.52241 -5.28878
Cl: 12.57574 1.66913 -4.99352
Cl: 11.90422 -0.61279 -6.66455
H: 12.31288 -0.57190 -4.35803
C: -1.24177 1.69568 9.32671
Cl: -2.68576 0.70180 9.10832
Cl: -1.55750 3.01458 10.46081
Cl: 0.11562 0.70929 9.88123
H: -0.97890 2.12737 8.36790


Molecular formula: C7H10N3
Method: DFT, ωB97M-V/def2-TZVPD

Results
Charge: +1
2S+1: 1
SMILES string: Cc1cn2cc[n+](C)c2[nH]1
Energy relative to the best compared isomer or geometry (same formula, charge and spin) in eV: 0.372
HOMO-LUMO gap in eV: 10.03
Max |F| in eV Å⁻¹: 3.44
LUMO energy in eV: -2.7

CARTESIAN COORDINATES (ANGSTROEM)
C: 0.00457 1.26490 1.35923
C: -0.70714 1.62463 0.21723
C: 0.11623 -0.38460 -0.12202
C: 1.23374 -0.97255 1.60845
C: 1.25888 -1.97512 0.68601
C: -1.31366 2.99904 -0.02526
C: 0.21013 -2.35254 -1.63060
N: 0.45758 -0.01702 1.12521
N: -0.65391 0.62520 -0.72229
N: 0.59781 -1.58817 -0.41147
H: 0.27407 1.82976 2.27065
H: 1.72943 -0.85998 2.54992
H: 1.59985 -3.03345 0.79842
H: -1.96583 2.80727 -0.80181
H: -1.82858 3.36754 0.81955
H: -0.43755 3.60286 -0.27390
H: 0.16039 -1.68000 -2.48279
H: 0.98804 -3.14633 -1.82836
H: -0.76543 -2.76708 -1.42848
H: -0.95860 0.65563 -1.70769


Molecular formula: C5H7Cl
Method: DFT, ωB97M-V/def2-TZVPD

Results
Charge: 0
2S+1: 1
Energy relative to the best compared isomer or geometry (same formula, charge and spin) in eV: 3.800
HOMO-LUMO gap in eV: 8.95
Max |F| in eV Å⁻¹: 9.67
LUMO energy in eV: 0.2

CARTESIAN COORDINATES (ANGSTROEM)
C: 0.23627 1.93378 0.08844
C: 0.56384 0.46731 -0.23873
C: -0.30820 -0.57092 -0.23123
C: 1.93224 0.04954 -0.10360
C: 2.34049 -1.26702 0.21316
H: -0.82709 2.05186 0.20334
H: 0.71853 2.34914 0.96729
H: 0.76320 2.71931 -0.61665
H: 0.00106 -1.65703 -0.41504
H: 2.83349 1.09911 -0.00392
H: 1.45786 -2.19708 0.26631
H: 3.28324 -1.38582 0.12747
Cl: -2.16577 -0.39151 0.06489


Molecular formula: C15H64BNO28
Method: DFT, ωB97M-V/def2-TZVPD

Results
Charge: 0
2S+1: 1
Energy relative to the best compared isomer or geometry (same formula, charge and spin) in eV: 3.610
HOMO-LUMO gap in eV: 9.47
Max |F| in eV Å⁻¹: 12.11
LUMO energy in eV: -0.6

CARTESIAN COORDINATES (ANGSTROEM)
C: -1.82380 -4.07086 -1.11291
C: -1.59980 -2.82586 -0.30491
C: -0.66680 -1.84086 -1.04891
C: -0.63880 -0.49886 -0.27491
N: 0.46820 0.47414 -0.62791
C: 0.31420 0.94714 -2.07791
C: 1.20920 0.06414 -2.87091
C: 2.35620 -0.48286 -2.16491
C: 1.80220 -0.04386 -0.72091
C: 0.45120 1.58014 0.27909
C: 1.03420 1.40014 1.74509
C: 1.07620 2.57414 2.64109
H: -2.17280 -3.94986 -2.03991
H: -2.60680 -4.77786 -0.65991
H: -0.91680 -4.80286 -1.27691
H: -1.22380 -3.17086 0.58009
H: -2.53280 -2.37986 -0.24691
H: -1.11980 -1.65186 -2.06091
H: 0.26420 -2.34086 -1.17591
H: -0.90880 -0.59786 0.76809
H: -1.41080 0.00014 -0.53191
H: 0.50920 1.95214 -2.24791
H: -0.74180 0.85214 -2.41391
H: 1.58120 0.84014 -3.61391
H: 0.57820 -0.59386 -3.33191
H: 3.24020 0.21614 -2.03291
H: 2.57120 -1.40086 -2.08291
H: 2.49820 0.59414 -0.19291
H: 1.91320 -0.88086 -0.18691
H: -0.48880 1.93214 0.51509
H: 0.88920 2.36214 -0.08891
H: 2.08820 1.26814 1.74509
H: 0.67820 0.31214 2.31009
H: 1.61120 3.23014 2.16309
H: 1.47020 2.46814 3.64009
H: 0.13620 2.83614 2.79909
O: -2.46680 2.11914 3.80209
C: -3.22980 1.50414 3.01509
O: -2.98180 1.43814 1.74309
B: -4.11380 0.90214 1.13909
O: -5.11280 0.66214 2.23809
C: -4.53080 1.02914 3.23509
O: -4.97580 0.78014 4.39609
O: -3.79180 -0.32586 0.40509
C: -4.14780 -0.17486 -0.74491
O: -4.01280 -1.00186 -1.71691
C: -4.56580 1.13114 -1.03791
O: -4.66980 1.76214 0.03809
O: -4.65780 1.70714 -2.06991
O: -3.06280 -5.80786 -3.67091
H: -2.74580 -6.49986 -2.96091
H: -2.24880 -5.52886 -3.98491
O: 1.15320 3.43314 6.33609
H: 1.48320 3.26614 7.18409
H: 0.62120 2.60214 6.11609
O: -0.74780 1.03414 5.59009
H: -1.08280 1.78114 5.04709
H: -0.50680 0.39014 5.04209
O: -2.44280 4.86414 2.53909
H: -2.53880 3.91214 2.77209
H: -1.81480 4.86814 1.71209
O: -0.43880 4.81014 0.43309
H: -0.42080 4.76914 -0.39291
H: 0.59820 5.22114 0.44809
O: 2.76220 1.90014 -6.27591
H: 1.79720 1.62614 -6.19891
H: 2.77720 2.14014 -7.21891
O: 1.03820 -3.42286 -3.57891
H: 0.77220 -4.35086 -3.80091
H: 1.95220 -3.78086 -3.45091
O: 2.27520 3.84714 -4.26791
H: 1.39420 4.06514 -4.67991
H: 2.37820 3.07014 -4.68891
O: 0.50320 -6.15486 -3.61791
H: 0.08920 -6.83386 -3.07091
H: 1.46920 -6.16786 -3.49191
O: 2.39720 -2.46386 2.63409
H: 2.96220 -2.02086 3.23209
H: 1.50020 -2.25386 3.02609
O: 3.55320 5.39614 1.52409
H: 3.98220 4.80214 1.96809
H: 2.76220 5.75114 2.02409
O: 5.11920 2.45714 1.52309
H: 4.99820 1.43014 1.32009
H: 5.89420 2.34014 1.99209
O: -0.77880 -2.62886 -5.41991
H: -1.28780 -1.95486 -4.99591
H: -0.13580 -2.78686 -4.71691
O: 3.88920 -3.54286 -3.31791
H: 4.02220 -2.66686 -3.45591
H: 4.38120 -4.17986 -3.91691
O: 3.72120 3.55314 5.26309
H: 4.39420 3.03514 5.56109
H: 2.85320 3.60714 5.87509
O: -2.42280 -2.13386 3.59109
H: -3.13480 -1.68986 4.28909
H: -2.89480 -2.75386 2.87809
O: -4.78980 -3.16986 1.96409
H: -4.94680 -4.27586 2.25909
H: -4.91980 -3.19686 0.97609
O: -2.28080 -0.72786 -3.99891
H: -2.72780 -0.94686 -3.10191
H: -2.92180 -0.65186 -4.72391
O: 4.72220 2.37514 -1.19291
H: 4.68420 2.54214 -0.28291
H: 5.41020 1.81614 -1.55791
O: 0.14920 -1.43586 4.11309
H: -0.61480 -1.97986 3.81609
H: 0.81620 -1.82286 4.74409


Molecular formula: C6H10O
Method: DFT, ωB97M-V/def2-TZVPD

Results
Charge: 0
2S+1: 1
SMILES string: C=C(C)/C=C/CO
Energy relative to the best compared isomer or geometry (same formula, charge and spin) in eV: 2.884
HOMO-LUMO gap in eV: 8.37
Max |F| in eV Å⁻¹: 5.57
LUMO energy in eV: 0.3

CARTESIAN COORDINATES (ANGSTROEM)
C: 0.62352 -2.44620 0.70264
C: 0.03299 -1.10070 0.68924
C: -0.38759 -0.60810 1.93554
C: -0.30374 1.82352 -1.79925
O: -0.74172 3.14586 -1.46640
C: -0.06334 1.09572 -0.49537
C: 0.13922 -0.22534 -0.43130
H: 1.63441 -2.56036 0.29014
H: 0.00370 -3.28184 0.18618
H: 0.70521 -2.90279 1.66859
H: -0.90161 -1.24120 2.75250
H: -0.26076 0.50986 2.18693
H: -1.26873 1.45669 -2.16549
H: 0.57303 1.96937 -2.41892
H: -0.15105 3.60557 -0.81265
H: -0.13098 1.63302 0.47895
H: 0.49744 -0.87308 -1.30133